[1]
C6H4O4 | wB97M-V/def2-TZVPD

Structure (ORCA input):
```
! RIJCOSX wB97M-V def2-TZVPD def2/J DEFGRID3
* xyz 0 1
O 1.599 1.682 -0.129
C 1.904 0.397 -0.090
O 3.048 -0.116 0.136
C 0.675 -0.567 -0.053
O 1.051 -1.797 -0.055
C -0.550 -0.089 0.094
C -1.169 1.276 0.110
C -2.600 0.898 -0.008
C -2.845 -0.454 -0.003
O -1.634 -1.086 -0.057
H 2.750 -0.874 0.330
H -0.434 1.959 0.007
H -3.438 1.802 0.117
H -3.880 -1.122 0.083
*
```

The HOMO-LUMO gap is 8.23 eV. Its molar mass is 140.1 g/mol. The SMILES is O=C(O)C(=O)c1ccco1.

Need the Mulliken charges? In units of e they are:
1 O -0.651
2 C 0.357
3 O -0.337
4 C 0.835
5 O -0.701
6 C 0.153
7 C -0.488
8 C -0.466
9 C -0.030
10 O -0.249
11 H 0.314
12 H 0.745
13 H 0.218
14 H 0.301

[2]
C6H14NO | wB97M-V/def2-TZVPD

Structure (ORCA input):
```
! RIJCOSX wB97M-V def2-TZVPD def2/J DEFGRID3
* xyz -1 1
C 0.291 2.155 0.042
C -0.724 1.023 0.162
C -2.072 1.391 -0.435
C -0.233 -0.220 -0.574
C 0.956 -0.937 0.057
N 1.610 -1.762 -0.984
C 0.576 -1.907 1.209
O 1.596 -2.672 1.629
H 0.616 2.327 -0.983
H 1.202 1.858 0.580
H -0.077 3.067 0.524
H -0.851 0.721 1.203
H -2.778 0.569 -0.248
H -2.636 2.238 -0.034
H -2.041 1.514 -1.495
H -1.044 -0.949 -0.657
H 0.048 0.013 -1.606
H 1.706 -0.274 0.497
H 2.603 -1.612 -0.922
H 1.414 -2.733 -0.794
H 0.125 -1.300 2.045
H -0.287 -2.512 0.784
*
```

The HOMO-LUMO gap is 5.96 eV. Its molar mass is 116.2 g/mol. The SMILES is CC(C)C[C@H](N)C[O-].

Need the Mulliken charges? In units of e they are:
1 C -1.439
2 C 1.069
3 C -1.625
4 C -1.188
5 C 0.666
6 N -0.708
7 C -0.750
8 O -0.866
9 H 0.308
10 H 0.363
11 H 0.408
12 H 0.074
13 H 0.396
14 H 0.396
15 H 0.342
16 H 0.217
17 H 0.366
18 H -0.022
19 H 0.259
20 H 0.320
21 H 0.202
22 H 0.212

[3]
C3H7N3O2 | wB97M-V/def2-TZVPD

Structure (ORCA input):
```
! RIJCOSX wB97M-V def2-TZVPD def2/J DEFGRID3
* xyz 0 1
C -1.206 -1.523 0.742
N -0.017 -1.467 0.161
C -0.647 1.460 -0.460
C 0.808 -0.437 -0.014
N 1.847 -0.605 -0.950
O -1.224 2.545 0.098
N 0.322 0.857 0.330
O -0.874 1.138 -1.590
H -0.918 2.705 1.000
H 0.358 -2.328 -0.228
H 2.731 -0.240 -0.606
H 1.641 -0.157 -1.843
H 0.486 1.190 1.272
H -1.639 -0.660 1.210
H -1.668 -2.478 0.878
*
```

The HOMO-LUMO gap is 7.39 eV. Its molar mass is 117.1 g/mol.

Need the Mulliken charges? In units of e they are:
1 C -0.590
2 N -0.058
3 C 0.650
4 C 0.123
5 N -0.612
6 O -0.465
7 N -0.270
8 O -0.542
9 H 0.301
10 H 0.250
11 H 0.263
12 H 0.239
13 H 0.207
14 H 0.237
15 H 0.268

[4]
C2H5O2 | wB97M-V/def2-TZVPD

Structure (ORCA input):
```
! RIJCOSX wB97M-V def2-TZVPD def2/J DEFGRID3
* xyz -1 1
O 3.211 1.366 -0.615
H 2.753 1.886 0.019
C -0.090 -0.870 -0.196
C -1.373 -0.926 0.031
O -2.169 0.115 0.673
H 0.409 -1.785 -0.207
H 0.660 -0.030 0.119
H -1.925 -1.822 -0.435
H -1.456 0.685 1.025
*
```

The HOMO-LUMO gap is 5.63 eV. Its molar mass is 61.1 g/mol.

Need the Mulliken charges? In units of e they are:
1 O -1.106
2 H 0.117
3 C -0.714
4 C 0.200
5 O -0.508
6 H 0.244
7 H 0.206
8 H 0.247
9 H 0.313

[5]
C6H15N2 | wB97M-V/def2-TZVPD

Structure (ORCA input):
```
! RIJCOSX wB97M-V def2-TZVPD def2/J DEFGRID3
* xyz 1 1
C 1.293 2.947 -0.250
C 1.638 1.646 0.488
C 0.321 1.015 0.952
C -0.347 0.454 -0.327
C 0.157 -0.859 -0.765
N -0.370 -2.236 -0.233
C -1.644 -2.266 -0.070
N -2.298 -3.356 0.463
H 2.114 3.422 -0.773
H 0.911 3.666 0.445
H 0.481 2.749 -1.042
H 2.197 2.062 1.336
H 2.256 0.924 0.064
H 0.557 0.307 1.739
H -0.300 1.881 1.342
H -0.267 1.186 -1.209
H -1.416 0.474 -0.294
H 0.101 -0.975 -1.918
H 1.232 -0.878 -0.472
H 0.513 -2.799 -0.053
H -2.344 -1.518 -0.563
H -1.622 -4.064 0.785
H -3.166 -3.783 0.357
*
```

The HOMO-LUMO gap is 10.38 eV. Its molar mass is 115.2 g/mol. The SMILES is CCCCCNC=[NH2+].

Need the Mulliken charges? In units of e they are:
1 C -1.064
2 C -0.534
3 C -0.632
4 C -0.351
5 C -0.709
6 N -0.142
7 C 0.210
8 N -0.338
9 H 0.359
10 H 0.343
11 H 0.252
12 H 0.283
13 H 0.420
14 H 0.294
15 H 0.269
16 H 0.142
17 H 0.535
18 H 0.248
19 H 0.301
20 H 0.335
21 H 0.286
22 H 0.243
23 H 0.249

[6]
C14H36NO7Sr | wB97M-V/def2-TZVPD

Structure (ORCA input):
```
! RIJCOSX wB97M-V def2-TZVPD def2/J DEFGRID3
* xyz 1 1
Sr 7.822 2.916 -5.885
C 5.998 3.289 -2.055
C 6.650 3.729 -3.342
O 5.944 4.044 -4.331
O 7.919 3.660 -3.450
H 4.951 3.004 -2.110
H 6.141 4.048 -1.284
H 6.513 2.396 -1.687
C 3.567 6.814 -6.228
O 4.408 5.703 -6.333
H 2.539 6.554 -5.970
H 3.961 7.574 -5.542
H 3.488 7.419 -7.139
H 4.900 5.518 -5.533
C 8.068 3.264 1.236
O 8.930 4.297 1.710
H 8.343 2.316 1.702
H 7.060 3.434 1.622
H 8.128 3.175 0.154
H 8.395 5.026 2.028
C 9.086 6.289 -1.280
O 9.371 5.973 -2.650
H 8.115 6.787 -1.243
H 9.131 5.370 -0.689
H 9.873 6.932 -0.895
H 8.809 5.227 -2.890
O 9.400 1.489 -1.940
H 8.977 2.321 -2.204
H 9.699 1.083 -2.759
C -1.427 1.461 -1.408
C -0.872 2.893 -1.251
C 0.480 2.840 -0.571
C 1.594 2.379 -1.509
C 1.635 3.290 -2.722
C 0.309 3.364 -3.513
N -0.734 3.608 -2.525
O -2.001 3.791 -3.140
C 0.395 4.533 -4.501
C 0.098 2.080 -4.329
C -1.798 3.710 -0.347
H -2.068 1.348 -2.280
H -2.034 1.188 -0.540
H -0.620 0.727 -1.409
H 0.776 3.784 -0.108
H 0.496 2.130 0.263
H 1.552 1.365 -1.921
H 2.563 2.407 -1.000
H 2.472 3.031 -3.379
H 1.826 4.330 -2.426
H 1.197 4.343 -5.211
H -0.560 4.649 -5.016
H 0.539 5.496 -4.003
H -0.679 2.273 -5.069
H 1.025 1.829 -4.848
H -0.177 1.248 -3.684
H -1.479 4.756 -0.278
H -1.850 3.354 0.681
H -2.803 3.773 -0.768
H -2.210 4.708 -2.929
*
```

The HOMO-LUMO gap is 3.85 eV. Its molar mass is 418.1 g/mol.

Need the Mulliken charges? In units of e they are:
1 Sr 1.646
2 C -0.555
3 C 1.104
4 O -0.828
5 O -0.877
6 H -0.072
7 H 0.326
8 H 0.315
9 C -0.523
10 O -0.446
11 H 0.152
12 H 0.282
13 H 0.277
14 H 0.329
15 C -0.268
16 O -0.506
17 H 0.278
18 H 0.260
19 H -0.063
20 H 0.308
21 C -0.425
22 O -0.567
23 H 0.233
24 H 0.155
25 H 0.281
26 H 0.242
27 O -0.594
28 H 0.349
29 H 0.235
30 C -1.857
31 C 1.849
32 C -1.400
33 C -0.472
34 C -1.291
35 C 1.652
36 N 0.325
37 O -0.498
38 C -2.034
39 C -1.711
40 C -2.075
41 H 0.342
42 H 0.438
43 H 0.365
44 H 0.374
45 H 0.442
46 H 0.295
47 H 0.284
48 H 0.455
49 H 0.361
50 H 0.381
51 H 0.486
52 H 0.414
53 H 0.392
54 H 0.359
55 H 0.401
56 H 0.452
57 H 0.435
58 H 0.442
59 H 0.347

[7]
C3H3NO2 | wB97M-V/def2-TZVPD

Structure (ORCA input):
```
! RIJCOSX wB97M-V def2-TZVPD def2/J DEFGRID3
* xyz 0 1
O 3.516 0.997 -0.456
N 3.107 0.025 0.057
O 3.632 -0.964 0.454
C 1.378 -0.068 0.095
C 0.393 -0.649 0.666
C 0.038 0.531 -0.258
H -0.154 -1.195 1.371
H -0.623 0.407 -1.134
H -0.419 1.424 0.286
*
```

The HOMO-LUMO gap is 10.54 eV. Its molar mass is 85.1 g/mol. The SMILES is O=[N+]([O-])C1=CC1.

Need the Mulliken charges? In units of e they are:
1 O -0.488
2 N 0.870
3 O -0.489
4 C -0.088
5 C -0.061
6 C -0.546
7 H 0.411
8 H 0.221
9 H 0.170